--- w ---
{
  "formula": "C3H7FN3",
  "method": "the ωB97M-V functional and the def2-TZVPD basis",
  "total_charge": 1,
  "gap_ev": 11.1,
  "smiles": "CC(=[NH2+])N/N=C\\F",
  "homo_energy_ha": -0.55461,
  "lumo_energy_ev": -3.98,
  "species": ["C", "C", "N", "N", "N", "C", "F", "H", "H", "H", "H", "H", "H", "H"],
  "xyz": [[-1.574, 0.237, 0.283], [-0.147, -0.148, -0.090], [0.264, -1.411, -0.058], [0.691, 0.890, -0.169], [2.162, 1.156, -0.469], [3.208, 0.499, -0.194], [3.220, -0.670, 0.483], [-1.608, 0.532, 1.298], [-1.902, 1.053, -0.311], [-2.249, -0.695, 0.209], [-0.377, -2.242, 0.057], [1.171, -1.819, -0.081], [0.355, 1.862, -0.089], [4.262, 0.970, -0.218]],
  "mulliken_charge": [-1.166, 0.966, -0.336, 0.015, -0.591, 0.191, -0.203, 0.351, 0.370, 0.332, 0.261, 0.181, 0.291, 0.337]
}

--- x ---
{
  "formula": "C3H7FN3",
  "method": "the ωB97M-V functional and the def2-TZVPD basis",
  "total_charge": 1,
  "gap_ev": 11.0,
  "homo_energy_ha": -0.52708,
  "lumo_energy_ev": -3.32,
  "species": ["C", "C", "C", "N", "N", "N", "F", "H", "H", "H", "H", "H", "H", "H"],
  "xyz": [[1.252, -0.449, 0.199], [-1.991, 0.321, 0.083], [-1.336, -0.693, -0.317], [1.218, 0.729, 0.294], [1.567, -1.653, -0.072], [0.971, 1.954, 0.164], [-1.055, -1.696, 0.546], [-2.000, 1.147, -0.616], [-2.577, 0.447, 0.942], [-0.752, -0.853, -1.240], [2.117, -1.732, -0.895], [1.144, -2.494, 0.386], [1.301, 2.719, 0.820], [0.139, 2.253, -0.295]],
  "mulliken_charge": [0.443, -0.909, 0.007, 0.364, -0.348, -0.536, -0.275, 0.370, 0.296, 0.493, 0.265, 0.296, 0.304, 0.229]
}

The calculated energies rank the structures as follows, beginning with the most stable: w, x.

--- w ---
{
  "formula": "C5H10O2",
  "method": "the ωB97M-V functional and the def2-TZVPD basis",
  "total_charge": 1,
  "gap_ev": [8.4, 6.3],
  "homo_energy_ha": [-0.57557, -0.51365],
  "lumo_energy_ev": [-7.26, -7.71],
  "multiplicity": 2,
  "species": ["O", "C", "O", "C", "C", "C", "C", "H", "H", "H", "H", "H", "H", "H", "H", "H", "H"],
  "xyz": [[2.122, 0.609, 2.328], [2.741, 1.433, 1.543], [2.753, 1.347, 0.284], [-2.285, -2.145, -1.038], [-1.213, -1.406, -0.617], [-1.197, -0.047, -0.134], [-0.073, 0.368, 0.693], [3.086, 2.340, 2.002], [-2.115, -3.177, -1.443], [-3.295, -1.768, -1.007], [0.799, 1.190, -2.476], [-0.314, -1.950, -0.794], [0.336, 1.120, -1.892], [-2.248, 0.450, -0.117], [-0.114, 0.351, 1.757], [0.858, -0.066, 0.468], [0.160, 1.351, 0.442]],
  "mulliken_charge": [-0.420, 0.382, -0.319, -0.602, 0.083, 0.045, -1.221, 0.390, 0.262, 0.275, 0.157, 0.285, -0.164, 0.304, 0.534, 0.502, 0.509]
}

--- x ---
{
  "formula": "C5H10O2",
  "method": "the ωB97M-V functional and the def2-TZVPD basis",
  "total_charge": 1,
  "gap_ev": [10.3, 5.3],
  "homo_energy_ha": [-0.54115, -0.51935],
  "lumo_energy_ev": [-4.41, -8.80],
  "multiplicity": 2,
  "species": ["O", "C", "C", "C", "C", "C", "H", "H", "H", "H", "H", "H", "H", "H", "H", "H", "O"],
  "xyz": [[-0.163, 0.381, -2.590], [-0.416, 0.104, -1.476], [-0.657, -1.291, -0.956], [0.245, -1.571, 0.300], [0.837, -0.332, 0.895], [0.689, -0.075, 2.204], [-0.240, 0.854, -0.636], [-0.621, -2.044, -1.737], [-1.713, -1.313, -0.636], [1.082, -2.169, -0.075], [-0.254, -2.200, 1.029], [1.657, 0.156, 0.372], [1.398, 0.479, 2.811], [-0.096, -0.519, 2.805], [-0.436, 3.334, -1.510], [-0.652, 3.443, -0.069], [-0.659, 2.765, -0.730]],
  "mulliken_charge": [-0.164, 0.287, -0.629, -0.493, -0.245, -0.716, 0.540, 0.367, 0.325, 0.324, 0.403, 0.467, 0.286, 0.271, 0.320, 0.297, -0.640]
}

--- y ---
{
  "formula": "C5H10O2",
  "method": "the ωB97M-V functional and the def2-TZVPD basis",
  "total_charge": 1,
  "gap_ev": [8.9, 7.5],
  "homo_energy_ha": [-0.53922, -0.56051],
  "lumo_energy_ev": [-5.82, -7.78],
  "multiplicity": 2,
  "species": ["C", "C", "C", "O", "C", "C", "H", "H", "H", "H", "H", "H", "H", "H", "H", "H", "O"],
  "xyz": [[0.404, -1.562, -1.632], [0.259, -0.857, -0.347], [0.645, 0.436, -0.011], [0.693, 1.530, -0.938], [0.714, 0.854, 1.366], [0.617, 0.047, 2.463], [-0.557, -1.990, -2.020], [0.919, -2.506, -1.379], [1.099, -1.096, -2.391], [-0.530, -1.446, 0.304], [0.141, 1.259, -1.612], [1.137, 1.836, 1.582], [0.069, -0.960, 2.390], [0.825, 0.243, 3.460], [-1.530, 1.177, 0.000], [-2.775, 1.206, -0.815], [-2.130, 1.830, -0.420]],
  "mulliken_charge": [-1.237, 0.026, 0.413, -0.382, 0.158, -0.641, 0.355, 0.390, 0.362, 0.275, 0.379, 0.355, 0.137, 0.332, 0.330, 0.344, -0.597]
}

The calculated energies rank the structures as follows, beginning with the most stable: x, y, w.